Entry 1:
Density functional theory data (wB97M-V/def2-TZVPD) for a structure of composition C16H22BN7Pd.

The calculation puts the highest occupied orbital energy (spin up / spin down) at -15.1 / -15.0 eV. Its total charge is +2. Its spin multiplicity is 5. The calculation puts the lowest unoccupied orbital energy (spin up / spin down) at -5.4 / -9.6 eV.

Geometry (Å):
H -1.6899 -1.8569 -2.1954
N 0.1535 -1.0641 -1.4870
B 2.8165 -0.8923 -0.9787
N 1.4992 -1.4065 -1.7126
C 1.5220 -2.1648 -2.8338
Pd -0.8424 0.5814 -0.7645
H 2.4401 -2.4298 -3.3243
C 0.2150 -2.4495 -3.2110
H -0.1083 -2.9723 -4.0845
C -0.6185 -1.8181 -2.2962
H 3.7368 -1.0068 -1.7571
C -0.7818 0.8102 4.9774
H -1.7541 1.2990 5.0359
H -0.4096 0.8855 3.9556
H -0.0793 1.2880 5.6590
N 3.2962 -1.6840 0.3821
N 2.4640 0.6359 -0.8356
N 2.3307 -2.1398 1.3039
N 1.2107 1.0402 -0.3342
C 4.5321 -1.9581 0.9385
C 3.1153 1.7436 -1.2792
H 5.4608 -1.8626 0.4141
H 4.0201 1.7209 -1.8772
C 4.3586 -2.3827 2.2597
C 2.3656 2.8678 -0.9482
C 2.9341 -2.3655 2.4656
C 1.2236 2.3886 -0.3039
H 5.0988 -2.6993 2.9846
H 2.5183 3.8898 -1.2096
H 2.3750 -2.5089 3.4031
H 0.4036 2.9056 0.1307
H -0.8846 -0.2183 5.2252
C -3.2109 -0.5361 1.4738
C -3.7158 0.2613 0.3453
C -4.9801 0.8575 0.0460
C -4.8199 1.6576 -1.1304
C -3.4591 1.5151 -1.5293
C -2.5104 2.0879 -2.4819
N -2.8599 0.6797 -0.6279
H -3.7189 -1.5207 1.5105
H -3.4002 0.0063 2.4135
H -2.1164 -0.6765 1.3030
H -5.8965 0.7560 0.6180
H -5.6124 2.2469 -1.5931
H -2.8477 2.2078 -3.5217
H -2.0636 3.0043 -2.0528
H -1.7101 1.2765 -2.4755

Force components x, y, z for each atom (eV/Å):
H -0.073 0.288 -0.112
N 0.816 -2.095 0.651
B -0.534 0.786 -1.087
N -0.770 0.168 -0.558
C -0.983 0.097 0.619
Pd 0.740 -0.547 0.865
H 0.178 -0.188 0.182
C 0.014 -0.204 -0.190
H 0.023 -0.433 -0.144
C 1.812 0.514 -0.470
H -0.232 0.008 0.369
C 0.041 0.786 -0.338
H 0.083 0.010 0.082
H 0.072 0.078 -0.021
H -0.093 -0.004 -0.058
N 2.012 -0.834 1.133
N -1.117 0.442 0.136
N 0.240 0.836 1.345
N 1.641 0.646 1.033
C -2.484 1.201 -2.943
C -0.698 0.033 0.399
H 0.155 0.239 -0.373
H -0.007 -0.323 0.445
C -1.619 -0.245 1.567
C -0.389 -0.314 0.176
C 0.006 0.082 -0.628
C 1.252 -1.133 -1.187
H 0.053 0.077 -0.267
H 0.466 0.341 0.008
H 0.326 -0.344 -0.801
H -0.492 0.479 0.178
H -0.108 -0.878 0.305
C 0.270 -0.295 -0.202
C 0.225 0.991 -1.007
C -0.354 1.409 -1.785
C -0.696 -1.088 1.624
C -1.064 -0.543 1.585
C 0.824 -0.397 -0.428
N 0.742 -0.412 0.459
H 0.273 0.467 0.130
H 0.113 -0.318 -0.180
H -0.799 -0.103 0.482
H 0.206 -0.052 -0.127
H 0.434 -0.214 0.070
H 0.089 0.172 0.467
H -0.304 -0.147 -0.491
H -0.290 0.959 -0.912

Entry 2:
Density functional theory data (wB97M-V/def2-TZVPD) for a structure of composition C16H22Br2GaN6O2PS2.

The calculation puts the highest occupied orbital energy at -13.4 eV. The energy above the lowest of the compared OMol25 structures with the same formula, charge and spin comes out at 8.2 kcal per mole. Its total charge is +2. The calculation puts the lowest unoccupied orbital energy at -7.1 eV.

Geometry (Å):
Ga 0.4780 0.4681 -0.6117
Br 1.0492 2.9786 -1.9183
C 2.5749 2.2245 -2.8552
Br 2.6059 0.3276 -2.4923
H 3.4818 2.6604 -2.4563
H 2.4612 2.3940 -3.9184
N -0.3831 6.4385 4.4982
C -0.5755 5.3265 3.7690
C -0.8869 4.0987 4.3928
C -0.9963 2.9491 3.6537
C -0.8356 3.0095 2.2676
C -0.5700 4.2186 1.6191
C -0.4566 5.3644 2.3596
S -0.6281 1.5259 1.4200
O -1.0060 0.3635 2.1586
O -1.1561 1.5377 0.0112
N 1.0293 1.4341 1.0202
C 1.6980 0.3933 1.6595
S 2.4798 0.4414 3.1746
C 2.8927 -1.2212 2.9793
C 2.4371 -1.6877 1.7937
N 1.7536 -0.7614 1.0417
H -0.4682 6.4233 5.4989
H -0.1916 7.3216 4.0606
H -1.0331 4.0678 5.4644
H -1.2182 2.0007 4.1261
H -0.4783 4.2453 0.5412
H -0.2684 6.3072 1.8627
H 3.4431 -1.7558 3.7361
H 2.5763 -2.6907 1.4211
C -2.1672 -3.3326 -3.3608
N -0.7729 -3.1587 -3.7635
C 0.0503 -4.2265 -3.2005
N -0.0687 -4.2901 -1.7447
C -1.4705 -4.4648 -1.3687
N -2.3108 -3.3977 -1.9078
C -2.1096 -2.1326 -1.2539
P -0.3321 -1.6169 -1.5916
C -0.2652 -1.8451 -3.4553
C 0.5627 -3.1894 -1.0686
H -2.5449 -4.2593 -3.7918
H -2.7639 -2.5056 -3.7476
H 1.0934 -4.0639 -3.4749
H -0.2772 -5.1780 -3.6179
H -1.5595 -4.4835 -0.2820
H -1.8208 -5.4174 -1.7649
H -2.2569 -2.2212 -0.1767
H -2.7919 -1.3760 -1.6428
H 0.7679 -1.7509 -3.7930
H -0.8691 -1.0779 -3.9424
H 0.4812 -3.3003 0.0133
H 1.6167 -3.1153 -1.3418

Force components x, y, z for each atom (eV/Å):
Ga 0.254 -0.633 -0.305
Br 0.056 -0.192 -0.337
C -0.194 0.241 0.203
Br 0.199 -0.033 0.063
H -0.003 -0.009 0.038
H -0.055 -0.101 -0.008
N -0.061 -0.017 0.000
C 0.012 -0.082 -0.022
C 0.013 0.035 0.001
C -0.118 -0.089 0.054
C -0.044 -0.455 -0.368
C -0.084 0.051 0.033
C -0.007 -0.003 -0.129
S 0.484 0.399 0.766
O -0.210 0.079 0.341
O 0.252 0.212 -0.091
N -0.863 -0.401 -0.801
C 0.312 -0.157 0.538
S -0.065 -0.222 -0.202
C -0.034 0.111 0.036
C 0.084 -0.054 -0.033
N -0.081 0.191 -0.162
H -0.025 0.021 0.004
H -0.002 0.021 0.004
H 0.024 -0.014 0.003
H 0.031 0.040 0.048
H 0.054 0.084 0.009
H 0.010 0.013 0.032
H 0.008 0.017 -0.001
H 0.029 0.001 0.026
C 0.016 0.050 0.092
N 0.013 -0.076 -0.303
C -0.063 0.144 0.086
N 0.144 -0.353 0.046
C -0.011 0.148 -0.028
N -0.326 -0.220 0.006
C 0.311 0.205 0.006
P -0.091 0.382 0.014
C -0.013 0.143 0.252
C -0.048 0.426 0.055
H 0.043 -0.014 0.026
H -0.008 -0.024 -0.018
H -0.001 -0.041 -0.017
H -0.012 0.012 0.013
H -0.003 -0.036 -0.008
H 0.016 0.012 -0.011
H 0.003 0.043 0.006
H 0.022 0.024 0.016
H -0.019 0.041 -0.007
H 0.029 0.033 0.017
H 0.010 0.042 0.002
H 0.014 0.005 0.016

Entry 3:
Density functional theory data (wB97M-V/def2-TZVPD) for a structure of composition C16H22Cl2HfO2Te.

The calculation puts the highest occupied orbital energy (spin up / spin down) at 2.0 / 2.0 eV. The energy above the lowest of the compared OMol25 structures with the same formula, charge and spin comes out at 0.0 kcal per mole. Its total charge is -2. The calculation puts the lowest unoccupied orbital energy (spin up / spin down) at 4.8 / 4.8 eV.

Geometry (Å):
C -0.2601 1.9687 -1.0451
C 0.7058 1.2486 -1.8177
C 1.9008 1.1151 -1.0211
C 0.6263 1.0692 -3.2927
C 1.6697 1.7634 0.2244
C 0.3529 2.2818 0.2360
C -0.2639 3.1238 1.3035
C -1.5602 2.5236 -1.5415
C 3.2032 0.6070 -1.4853
C 2.6685 1.9415 1.3107
Hf -0.3719 -0.2626 -0.2856
Cl 0.7225 -1.7661 -1.9737
Cl -2.2865 -1.0958 -1.4083
O 0.8674 -1.0098 1.1855
H -0.4072 1.1066 -3.6495
H 1.0549 0.1265 -3.6382
H 1.1763 1.8737 -3.7930
H 3.1055 -0.2201 -2.1821
H 3.8139 0.2623 -0.6539
H 3.7483 1.4039 -1.9893
H 3.3176 1.0574 1.4014
H 2.1744 2.1300 2.2769
H 3.3152 2.8100 1.1023
H 0.0758 2.7861 2.2944
H -1.3620 3.0497 1.2645
H 0.0418 4.1749 1.1649
H -1.9854 1.8973 -2.3384
H -1.3786 3.5344 -1.9390
H -2.3143 2.5783 -0.7375
H 0.7664 -0.7208 2.1171
O -1.6576 0.3517 1.0843
H -2.4640 0.1224 1.5668
Te 1.6713 -3.2052 -0.0454
C -0.1463 -3.8811 0.6746
C -0.1527 -3.8830 2.0930
C -1.3148 -4.2772 2.7454
C -2.4514 -4.6520 2.0052
C -2.4378 -4.6211 0.5992
C -1.2826 -4.2311 -0.0782
H 0.7513 -3.5645 2.6125
H -1.3459 -4.2954 3.8386
H -3.3565 -4.9686 2.5272
H -3.3332 -4.9029 0.0420
H -1.2123 -4.1480 -1.1611

Force components x, y, z for each atom (eV/Å):
C 0.843 0.679 0.606
C 0.837 1.186 0.353
C -1.612 0.887 0.094
C 0.046 -0.131 -0.566
C -0.790 -0.017 -0.794
C -0.039 -0.439 -1.332
C -0.075 -0.223 0.109
C -0.200 0.038 -0.024
C 0.304 -0.379 -0.027
C 0.238 -0.152 0.323
Hf 2.164 -0.479 1.811
Cl -1.591 1.912 -2.827
Cl -1.578 -0.356 -0.730
O -1.019 1.601 0.869
H 0.097 -0.076 0.052
H -0.090 0.088 0.177
H 0.006 0.217 -0.049
H -0.129 -0.157 -0.062
H 0.066 -0.094 0.087
H 0.200 0.182 -0.149
H -0.236 0.210 0.102
H 0.215 -0.160 -0.243
H -0.086 -0.164 0.055
H -0.222 0.189 -0.178
H 0.401 0.046 0.107
H -0.174 -0.171 0.145
H 0.089 0.216 0.206
H -0.278 -0.078 -0.002
H 0.298 0.000 -0.287
H -0.092 -0.133 -0.821
O -1.044 0.449 1.083
H 0.607 -0.086 -0.552
Te 3.370 -4.598 1.613
C 0.806 0.421 0.447
C -1.428 -0.309 -0.190
C 0.132 0.053 -0.120
C -0.174 -0.114 -0.242
C 0.233 0.015 0.393
C 0.245 0.086 0.666
H -0.377 -0.183 -0.088
H -0.063 -0.017 -0.229
H 0.166 0.071 -0.104
H 0.146 0.087 0.126
H -0.210 -0.114 0.190

Number 1: F_max 4.034 eV/A. Number 2: F_max 1.245 eV/A. Number 3: F_max 5.925 eV/A.